one.
Below is a cluster of 8 separate species, C16H48O8 in total, with properties calculated with ωB97M-V with the def2-TZVPD basis set.

Values from the calculation:
Orbital gap ... 10.390 eV

Atoms and positions in Å:
C  1.165  2.914  -8.480
C  0.761  2.845  -7.017
O  1.628  3.768  -6.398
H  0.609  2.295  -9.183
H  2.198  2.580  -8.584
H  1.192  3.935  -8.862
H  0.925  1.867  -6.563
H  -0.288  3.006  -6.765
H  1.540  3.658  -5.449
C  0.933  5.809  2.363
C  2.071  5.368  1.376
O  1.398  4.831  0.234
H  1.364  6.384  3.182
H  0.445  4.939  2.804
H  0.217  6.329  1.726
H  2.807  4.738  1.875
H  2.648  6.262  1.137
H  0.845  4.118  0.563
C  -7.710  4.025  0.468
C  -8.383  2.650  0.245
O  -7.388  1.619  0.101
H  -7.226  4.224  -0.488
H  -6.943  4.036  1.243
H  -8.390  4.848  0.688
H  -9.155  2.546  -0.517
H  -8.965  2.565  1.162
H  -7.851  0.792  -0.050
C  8.025  0.466  -3.927
C  7.802  1.404  -2.757
O  8.924  1.489  -1.900
H  7.342  0.680  -4.749
H  7.949  -0.568  -3.593
H  8.997  0.589  -4.405
H  6.886  1.177  -2.212
H  7.750  2.378  -3.242
H  8.708  2.087  -1.180
C  -5.650  -3.692  5.505
C  -6.000  -4.584  4.339
O  -5.676  -5.907  4.671
H  -6.162  -3.922  6.440
H  -5.879  -2.675  5.189
H  -4.582  -3.778  5.703
H  -5.464  -4.265  3.445
H  -7.076  -4.511  4.181
H  -5.689  -6.435  3.869
C  7.717  1.268  4.743
C  8.875  2.246  4.473
O  8.328  3.287  3.698
H  7.387  0.835  3.799
H  6.882  1.684  5.307
H  8.039  0.364  5.262
H  9.762  1.828  3.996
H  9.119  2.682  5.443
H  7.875  3.866  4.315
C  0.800  -0.830  0.317
C  -0.727  -1.038  0.378
O  -1.358  0.179  0.300
H  1.129  -0.213  1.154
H  1.196  -0.395  -0.600
H  1.293  -1.755  0.616
H  -0.989  -1.517  1.322
H  -1.065  -1.679  -0.437
H  -2.298  0.010  0.208
C  -3.984  -8.641  -1.511
C  -5.083  -9.698  -1.259
O  -5.598  -9.594  0.012
H  -3.551  -8.771  -2.503
H  -3.189  -8.804  -0.784
H  -4.270  -7.605  -1.329
H  -4.850  -10.735  -1.499
H  -5.972  -9.494  -1.855
H  -6.122  -10.364  0.246

two.
Below is a cluster of 8 separate species, C16H48O8 in total, with properties calculated with ωB97M-V with the def2-TZVPD basis set.

Values from the calculation:
Orbital gap ... 9.807 eV

Atoms and positions in Å:
C  -10.077  -4.691  14.468
C  -11.183  -3.926  15.193
O  -10.815  -3.560  16.523
H  -9.123  -4.176  14.578
H  -10.322  -4.741  13.407
H  -9.977  -5.660  14.958
H  -12.148  -4.426  15.109
H  -11.410  -2.973  14.717
H  -11.557  -3.075  16.891
C  -9.741  -9.039  15.911
C  -11.275  -9.169  15.576
O  -11.370  -9.492  14.257
H  -9.154  -9.957  15.924
H  -9.643  -8.689  16.938
H  -9.176  -8.372  15.260
H  -11.719  -8.190  15.756
H  -11.784  -9.841  16.267
H  -11.139  -10.418  14.152
C  -12.888  -11.326  11.836
C  -11.774  -11.947  10.970
O  -12.421  -12.498  9.849
H  -13.524  -12.113  12.243
H  -13.457  -10.583  11.277
H  -12.488  -10.827  12.719
H  -11.124  -12.607  11.544
H  -11.175  -11.125  10.577
H  -11.851  -12.357  9.090
C  -9.522  -1.516  12.589
C  -10.042  -2.085  11.268
O  -11.058  -3.018  11.593
H  -9.336  -2.307  13.316
H  -10.233  -0.832  13.052
H  -8.602  -0.954  12.428
H  -9.140  -2.528  10.846
H  -10.364  -1.229  10.675
H  -11.788  -2.512  11.957
C  -15.411  -9.480  13.714
C  -14.503  -8.783  14.729
O  -15.395  -8.063  15.525
H  -16.201  -10.025  14.231
H  -14.854  -10.094  13.007
H  -15.933  -8.678  13.191
H  -13.720  -8.142  14.323
H  -13.989  -9.562  15.293
H  -14.979  -7.762  16.336
C  -16.741  -6.242  11.011
C  -15.248  -6.396  11.338
O  -14.559  -5.820  10.235
H  -16.952  -6.699  10.044
H  -16.926  -5.173  10.908
H  -17.398  -6.709  11.745
H  -14.881  -7.414  11.473
H  -14.877  -5.803  12.174
H  -13.627  -5.835  10.461
C  -10.988  -2.614  8.102
C  -9.748  -3.495  7.890
O  -9.211  -3.282  6.610
H  -11.747  -2.587  7.319
H  -10.629  -1.585  8.129
H  -11.392  -2.817  9.094
H  -10.132  -4.505  8.037
H  -8.977  -3.343  8.645
H  -8.304  -3.594  6.644
C  -11.764  -8.085  11.083
C  -11.450  -6.702  11.689
O  -11.718  -5.732  10.670
H  -11.368  -8.858  11.740
H  -11.297  -8.158  10.101
H  -12.840  -8.211  10.957
H  -10.400  -6.657  11.980
H  -12.035  -6.579  12.601
H  -11.234  -4.936  10.906

three.
Below is a cluster of 8 separate species, C16H48O8 in total, with properties calculated with ωB97M-V with the def2-TZVPD basis set.

Values from the calculation:
Orbital gap ... 10.135 eV

Atoms and positions in Å:
C  -5.762  0.066  -1.165
C  -5.600  0.512  0.311
O  -4.218  0.837  0.521
H  -5.728  0.857  -1.914
H  -6.765  -0.331  -1.319
H  -5.141  -0.770  -1.487
H  -6.008  -0.235  0.992
H  -6.204  1.415  0.406
H  -4.154  1.254  1.383
C  3.621  -1.441  -2.751
C  4.452  -1.142  -1.527
O  5.476  -0.320  -1.812
H  2.731  -2.016  -2.493
H  4.129  -2.200  -3.346
H  3.288  -0.543  -3.272
H  4.808  -2.109  -1.171
H  3.861  -0.578  -0.805
H  6.078  -0.799  -2.385
C  -3.024  0.240  3.949
C  -3.574  1.670  4.101
O  -4.072  2.115  2.859
H  -2.279  0.211  3.153
H  -3.680  -0.567  3.624
H  -2.551  -0.099  4.871
H  -2.773  2.326  4.441
H  -4.416  1.795  4.782
H  -4.642  2.867  3.038
C  1.687  -1.429  2.683
C  1.565  -1.751  4.167
O  0.236  -1.855  4.502
H  1.332  -0.404  2.576
H  1.130  -2.020  1.956
H  2.708  -1.374  2.306
H  1.983  -0.955  4.782
H  2.024  -2.704  4.432
H  0.185  -1.917  5.458
C  1.605  2.199  -4.274
C  2.894  2.559  -3.381
O  2.493  2.302  -2.045
H  1.855  2.358  -5.323
H  0.744  2.848  -4.113
H  1.365  1.158  -4.057
H  3.301  3.566  -3.474
H  3.758  1.932  -3.600
H  3.217  2.498  -1.446
C  -0.026  3.542  3.077
C  1.247  2.744  3.031
O  1.624  2.641  1.753
H  -0.135  4.497  2.564
H  -0.270  3.746  4.120
H  -0.826  2.871  2.767
H  1.056  1.779  3.499
H  1.986  3.319  3.589
H  1.055  2.122  1.179
C  -0.076  -3.842  -3.123
C  0.531  -4.412  -4.378
O  1.946  -4.388  -4.277
H  -1.122  -4.082  -2.933
H  0.216  -2.798  -3.008
H  0.568  -4.104  -2.283
H  0.137  -3.935  -5.276
H  0.237  -5.451  -4.523
H  2.158  -4.842  -3.458
C  -1.029  -0.387  -0.302
C  0.282  0.082  -0.864
O  0.042  1.353  -1.372
H  -1.802  -0.507  -1.061
H  -1.335  0.299  0.488
H  -0.942  -1.400  0.093
H  0.623  -0.602  -1.641
H  1.034  0.078  -0.075
H  0.886  1.653  -1.717

four.
Below is a cluster of 8 separate species, C16H48O8 in total, with properties calculated with ωB97M-V with the def2-TZVPD basis set.

Values from the calculation:
Orbital gap ... 9.928 eV

Atoms and positions in Å:
C  2.542  0.955  -3.047
C  4.006  0.681  -2.553
O  4.904  0.400  -3.614
H  2.534  1.510  -3.985
H  1.976  1.498  -2.289
H  2.020  0.041  -3.329
H  3.956  -0.166  -1.868
H  4.373  1.506  -1.941
H  5.737  0.182  -3.189
C  0.296  -3.167  2.408
C  -1.182  -3.339  1.944
O  -1.432  -4.717  1.722
H  0.402  -2.173  2.842
H  0.976  -3.220  1.558
H  0.508  -3.955  3.131
H  -1.407  -2.799  1.025
H  -1.884  -2.909  2.659
H  -2.359  -4.922  1.861
C  -2.495  -1.732  -2.777
C  -1.134  -2.482  -2.802
O  -0.146  -1.474  -2.957
H  -2.439  -0.979  -1.991
H  -3.269  -2.489  -2.654
H  -2.668  -1.203  -3.714
H  -1.022  -3.125  -3.675
H  -0.939  -3.110  -1.933
H  -0.041  -1.105  -2.077
C  3.038  -4.194  -0.741
C  3.396  -2.780  -1.075
O  2.945  -1.899  -0.061
H  3.688  -4.933  -1.210
H  2.000  -4.366  -1.023
H  3.153  -4.217  0.343
H  3.018  -2.509  -2.061
H  4.481  -2.712  -1.159
H  3.515  -1.939  0.710
C  -0.850  1.048  0.062
C  0.262  0.160  0.610
O  0.523  -0.774  -0.379
H  -1.026  1.806  0.825
H  -1.791  0.507  -0.035
H  -0.591  1.550  -0.870
H  -0.092  -0.363  1.498
H  1.114  0.794  0.854
H  1.386  -1.176  -0.258
C  -2.614  2.477  -2.627
C  -1.455  2.421  -3.651
O  -1.288  3.757  -4.027
H  -2.644  1.523  -2.101
H  -3.594  2.737  -3.026
H  -2.366  3.230  -1.878
H  -1.752  1.835  -4.521
H  -0.579  1.966  -3.188
H  -0.529  4.156  -3.596
C  -2.327  0.031  4.478
C  -3.434  0.961  4.064
O  -2.845  2.210  3.717
H  -1.832  0.381  5.384
H  -1.610  -0.111  3.669
H  -2.714  -0.950  4.751
H  -4.141  1.143  4.873
H  -3.948  0.589  3.177
H  -3.530  2.883  3.738
C  1.062  4.590  2.303
C  -0.003  4.151  3.323
O  -0.059  2.721  3.367
H  2.045  4.162  2.503
H  1.110  5.663  2.488
H  0.837  4.380  1.257
H  -1.028  4.425  3.073
H  0.222  4.546  4.313
H  -0.968  2.411  3.353

Relative energies in eV: one 1.664; two 0.565; three 1.149; four 0.000

one.
Below is a cluster of 8 separate species, C16H48O8 in total, with properties calculated with ωB97M-V with the def2-TZVPD basis set.

Values from the calculation:
Orbital gap ... 9.762 eV

Atoms and positions in Å:
C  9.426  9.583  7.456
C  10.677  9.584  6.656
C  11.901  9.957  7.408
O  10.902  8.290  5.986
H  9.504  8.917  8.296
H  8.668  9.366  6.719
H  9.254  10.616  7.825
H  10.601  10.186  5.733
H  12.783  9.815  6.748
H  12.106  9.244  8.226
H  11.931  11.014  7.648
H  11.279  7.700  6.663
C  15.129  10.955  9.398
C  14.019  11.839  10.030
C  13.557  11.246  11.381
O  14.381  13.172  10.238
H  15.786  10.669  10.211
H  15.569  11.607  8.692
H  14.720  10.042  8.928
H  13.162  11.801  9.354
H  13.118  10.242  11.337
H  12.789  11.957  11.706
H  14.359  11.236  12.139
H  13.569  13.689  10.396
C  9.449  14.734  7.524
C  8.479  14.649  6.330
C  8.300  13.204  5.943
O  7.267  15.359  6.647
H  10.386  14.208  7.258
H  8.952  14.285  8.413
H  9.695  15.782  7.744
H  8.903  15.197  5.471
H  7.384  13.221  5.344
H  8.021  12.673  6.865
H  9.073  12.705  5.402
H  6.891  14.928  7.458
C  9.614  7.067  13.000
C  10.545  7.884  12.013
C  11.873  7.137  11.783
O  9.898  8.018  10.771
H  10.126  6.792  13.924
H  9.235  6.202  12.446
H  8.839  7.791  13.231
H  10.781  8.904  12.412
H  12.431  7.037  12.687
H  12.421  7.840  11.196
H  11.696  6.198  11.285
H  9.457  8.837  10.775
C  10.394  14.896  11.521
O  11.524  14.173  12.083
H  10.758  15.736  10.966
H  9.996  14.212  10.776
H  9.669  15.197  12.267
H  12.028  14.733  12.713
C  5.239  13.002  8.680
O  6.460  13.035  9.371
H  4.960  11.958  8.464
H  4.387  13.414  9.316
H  5.227  13.575  7.769
H  6.362  12.897  10.309
C  7.367  11.451  13.649
O  6.835  11.547  12.320
H  7.865  10.476  13.825
H  8.015  12.271  13.799
H  6.633  11.506  14.480
H  6.177  10.871  12.141
C  9.868  11.410  10.218
O  8.972  10.485  10.832
H  10.176  12.085  10.999
H  10.692  10.871  9.772
H  9.414  11.960  9.377
H  8.210  10.985  11.155

two.
Below is a cluster of 8 separate species, C16H48O8 in total, with properties calculated with ωB97M-V with the def2-TZVPD basis set.

Values from the calculation:
Orbital gap ... 9.572 eV

Atoms and positions in Å:
C  0.399  -0.351  -0.536
C  -0.981  -0.642  0.025
O  -1.057  0.045  1.242
H  0.700  -1.128  -1.240
H  1.199  -0.440  0.199
H  0.386  0.511  -1.203
H  -0.944  -1.708  0.249
H  -1.836  -0.461  -0.626
H  -1.032  0.967  0.973
C  5.071  -2.925  -1.266
C  3.782  -3.196  -0.399
O  4.152  -2.971  0.927
H  4.872  -2.984  -2.337
H  5.699  -3.759  -0.955
H  5.596  -2.013  -0.983
H  3.273  -4.154  -0.508
H  3.089  -2.389  -0.639
H  4.314  -2.043  1.109
C  -1.549  3.650  -1.002
C  -1.670  3.889  0.479
O  -1.679  2.666  1.073
H  -2.366  3.028  -1.366
H  -0.622  3.162  -1.302
H  -1.595  4.609  -1.519
H  -2.635  4.294  0.781
H  -0.841  4.488  0.856
H  -2.596  2.509  1.308
C  3.382  0.239  -3.031
C  3.548  1.434  -2.158
O  4.440  2.333  -2.870
H  2.647  -0.415  -2.562
H  4.350  -0.254  -3.124
H  2.830  0.406  -3.955
H  4.023  1.235  -1.198
H  2.619  1.993  -2.044
H  4.694  3.106  -2.361
C  -5.975  -1.671  0.087
C  -4.859  -0.798  0.578
O  -5.248  0.544  0.463
H  -5.672  -2.714  -0.003
H  -6.151  -1.254  -0.905
H  -6.929  -1.530  0.596
H  -3.902  -1.047  0.119
H  -4.728  -0.915  1.653
H  -4.512  1.099  0.731
C  1.289  1.955  2.994
C  0.190  1.596  3.913
O  0.557  1.938  5.227
H  1.131  1.675  1.953
H  2.232  1.492  3.286
H  1.594  3.001  3.049
H  0.233  0.507  3.890
H  -0.773  2.003  3.604
H  0.430  2.889  5.240
C  -3.448  0.145  -3.724
C  -1.975  0.558  -3.779
O  -1.139  -0.509  -3.494
H  -4.074  1.033  -3.812
H  -3.727  -0.297  -2.768
H  -3.688  -0.522  -4.552
H  -1.767  1.366  -3.077
H  -1.611  0.862  -4.760
H  -1.299  -1.175  -4.167
C  1.799  -3.175  3.589
C  1.008  -2.294  2.583
O  -0.203  -1.904  3.117
H  2.353  -2.520  4.263
H  2.532  -3.831  3.120
H  1.120  -3.812  4.156
H  0.789  -2.858  1.676
H  1.478  -1.316  2.480
H  -0.719  -1.249  2.641

Relative energies in eV: one 0.000; two 1.212

one.
Below is a cluster of 2 separate species, C4H10N4O in total, with properties calculated with ωB97M-V with the def2-TZVPD basis set.

Values from the calculation:
Orbital gap (spin up / spin down) ... 7.872 / 7.873 eV

Atoms and positions in Å:
C  2.100  0.415  -0.182
C  0.872  -0.283  0.342
N  0.666  -0.168  1.717
O  0.369  -1.585  -1.507
N  0.580  -1.513  -0.116
H  0.495  -2.519  -1.713
H  -0.153  -0.691  2.010
H  0.782  0.720  2.180
H  2.160  0.377  -1.266
H  2.978  -0.091  0.224
H  2.106  1.455  0.142
C  -1.138  0.811  -0.372
C  -1.385  1.839  0.441
N  -1.704  -0.747  -0.032
N  -2.330  -1.238  -0.949
H  -2.081  -2.239  -1.061
H  -1.282  0.935  -1.444
H  -1.255  1.747  1.512
H  -1.782  2.775  0.073

two.
Below is an isolated molecule of C4H10N4O, with properties calculated with ωB97M-V with the def2-TZVPD basis set.

Values from the calculation:
Orbital gap ... 9.737 eV

Atoms and positions in Å:
C  0.256  -0.303  2.326
C  0.541  0.287  0.926
C  1.433  -0.487  0.001
C  -0.293  -1.623  -1.202
H  0.987  -1.043  2.635
H  0.202  0.480  3.076
H  -0.701  -0.833  2.310
H  2.337  -0.853  0.483
H  1.688  0.056  -0.939
H  -0.823  -2.569  -1.455
H  -1.573  -0.737  -2.491
H  -0.268  1.175  -1.291
H  -1.353  2.826  0.932
H  -1.521  1.502  2.020
N  0.726  -1.735  -0.401
N  -0.939  -0.522  -1.751
N  -0.132  1.314  0.559
N  -0.920  2.092  1.470
O  -0.218  0.589  -2.091

three.
Below is an isolated molecule of C4H10N4O, with properties calculated with ωB97M-V with the def2-TZVPD basis set.

Values from the calculation:
Orbital gap ... 7.858 eV

Atoms and positions in Å:
C  0.055  -1.414  -1.046
C  -1.748  1.259  -1.006
N  -0.499  0.966  -0.324
C  0.618  -0.014  -1.108
C  0.685  -0.849  0.219
N  0.022  0.343  2.142
N  1.836  -1.371  0.808
N  -0.408  -0.186  0.991
O  1.411  0.550  -1.882
H  0.029  1.794  -0.052
H  -0.704  0.757  2.706
H  0.937  0.787  2.179
H  2.566  -0.719  1.048
H  1.713  -2.111  1.485
H  -1.007  -1.640  -1.052
H  0.685  -2.136  -1.548
H  -2.317  2.010  -0.457
H  -1.540  1.630  -2.013
H  -2.331  0.343  -1.088

Relative energies in eV: one 3.832; two 0.000; three 1.652